# 1
24
Properties=species:S:1:pos:R:3 method="wB97M-V/def2-TZVPD" homo_lumo_gap_ev=8.7091 total_charge=0 smiles=Cc1c[nH]cn1.Cc1c[nH]cn1 e_above_lowest_kj_mol=163.8 total_energy_ha=-531.02236 e_lumo_ev=0.82
N 2.69 0.99 1.28
N 2.69 0.32 -0.83
N -3.25 -0.55 0.37
N -1.37 -0.17 -0.63
C 1.49 1.38 0.72
C 1.49 0.91 -0.58
C -0.82 -2.42 -1.51
C 3.42 0.42 0.34
C -2.67 -1.78 0.14
C -2.39 0.45 -0.04
C 0.56 2.14 1.50
C -1.58 -1.53 -0.66
H -2.42 1.50 0.16
H -3.12 -2.74 0.37
H 0.06 3.04 0.94
H -0.67 -3.42 -0.90
H 4.46 0.20 0.47
H 2.94 0.03 -1.76
H 0.18 -2.03 -1.75
H -1.14 -2.71 -2.51
H 0.99 2.65 2.37
H -3.97 -0.65 1.08
H 0.56 0.85 -1.15
H -0.34 1.61 1.87

=====

# 2
22
Properties=species:S:1:pos:R:3 method="wB97M-V/def2-TZVPD" homo_lumo_gap_ev="7.0624 / 7.0622" total_charge=+1 e_above_lowest_kj_mol=556.2 total_energy_ha=-441.53514 e_lumo_ev="-5.69 / -5.70"
O 1.11 1.55 -0.36
N 1.05 -1.60 0.24
C -0.67 0.10 0.21
C -0.59 2.57 0.65
C -1.98 -0.40 0.15
C 0.21 -2.58 0.83
C 1.43 2.83 -0.39
C 0.40 3.51 0.30
C 1.27 -1.80 -1.17
C -0.07 1.37 0.18
H 2.29 3.08 -0.90
H -0.26 -2.35 1.78
H 1.80 -1.02 -1.63
H 0.91 -3.51 0.92
H 2.00 -2.65 -1.18
H -2.60 -0.12 1.15
H -2.55 -0.06 -0.79
H 0.33 4.51 0.53
H -1.64 2.68 1.00
H -0.66 -2.75 0.11
H 0.33 -1.93 -1.73
H -2.10 -1.44 0.11

=====

# 3
24
Properties=species:S:1:pos:R:3 method="wB97M-V/def2-TZVPD" homo_lumo_gap_ev=7.8198 total_charge=0 e_above_lowest_kj_mol=434.9 total_energy_ha=-858.51266 e_lumo_ev=-0.30
P 0.72 2.19 0.07
O 0.74 0.11 -0.72
O 1.39 2.44 1.35
N 0.57 -2.28 -1.05
C -0.16 -1.46 0.94
C -1.37 -3.03 0.01
C 1.48 2.68 -1.46
C 0.50 -1.14 -0.43
C 0.57 -2.67 1.23
C -1.10 2.51 0.04
C 0.11 -3.29 -0.12
C -1.52 -1.90 0.63
H -0.06 -0.55 1.55
H 0.78 3.50 -1.77
H 0.29 -3.26 2.12
H 0.45 -4.26 -0.38
H -1.29 2.79 1.02
H 1.35 1.86 -2.11
H -2.26 -3.57 -0.57
H 2.47 2.96 -1.01
H -1.55 3.07 -0.80
H -2.49 -1.53 0.88
H 1.65 -2.71 1.32
H -1.56 1.48 0.01

=====

# 4
24
Properties=species:S:1:pos:R:3 method="wB97M-V/def2-TZVPD" homo_lumo_gap_ev=8.9795 total_charge=+1 e_above_lowest_kj_mol=210.1 total_energy_ha=-592.14590 e_lumo_ev=-4.33
O -1.45 -0.05 -1.43
O 1.62 -2.48 -1.55
O -2.10 0.03 0.73
N 1.94 -0.55 0.67
C 1.84 1.37 -0.86
C -1.24 0.35 -0.16
C -0.08 1.10 0.36
C -3.16 -0.91 0.53
C 1.36 -1.47 1.56
C 0.54 2.18 -0.57
C 1.35 0.36 0.05
C 1.05 -1.52 -1.76
H 0.02 2.50 -1.51
H 0.70 3.11 0.08
H -2.75 -1.87 0.14
H -3.51 -0.90 1.54
H -0.70 -0.31 -1.95
H 0.28 -1.58 1.28
H 2.72 1.93 -0.47
H -0.26 1.45 1.44
H -3.83 -0.45 -0.24
H 2.06 0.97 -1.88
H 2.03 -2.40 1.47
H 1.56 -0.88 2.51

=====

# 5
22
Properties=species:S:1:pos:R:3 method="wB97M-V/def2-TZVPD" homo_lumo_gap_ev="5.2610 / 4.9005" total_charge=+1 e_above_lowest_kj_mol=286.8 total_energy_ha=-764.49096 e_lumo_ev="-3.53 / -8.27" spin_multiplicity=3
S -0.87 -2.02 -0.31
N 0.27 0.45 0.28
C 0.31 -0.14 -2.13
C 0.85 2.40 1.55
C -2.42 -2.32 -0.92
C 0.18 1.77 0.54
C 1.68 1.61 2.30
C -0.48 -0.24 -0.83
C 1.86 0.19 2.02
C 1.10 -0.32 1.01
H 2.65 -0.23 2.69
H -2.77 -3.30 -0.54
H 2.31 1.96 3.12
H 1.38 0.15 -1.90
H -0.39 2.28 -0.20
H -0.28 0.53 -2.81
H -2.52 -2.50 -1.96
H 0.65 3.46 1.69
H -3.22 -1.65 -0.66
H -1.69 0.55 -0.94
H 1.02 -1.40 0.51
H 0.39 -1.22 -2.52

=====

# 6
21
Properties=species:S:1:pos:R:3 method="wB97M-V/def2-TZVPD" homo_lumo_gap_ev=9.9272 total_charge=0 smiles="CC(=O)C=C=CC(C)C" e_above_lowest_kj_mol=266.6 total_energy_ha=-387.16141 e_lumo_ev=0.58
O 2.42 1.41 0.13
C -1.80 -0.15 0.05
C -2.10 0.82 1.18
C -0.54 0.46 -0.85
C 2.70 0.24 0.01
C -2.99 -0.44 -0.86
C 0.58 -0.22 -0.91
C 3.90 -0.36 0.62
C 1.78 -0.63 -0.66
H -2.98 0.60 1.65
H -3.75 0.24 -0.61
H -0.82 1.20 -1.60
H -2.77 -0.04 -1.88
H 3.72 -0.08 1.64
H 4.80 0.08 0.19
H -1.32 0.60 1.87
H -1.48 -1.14 0.44
H -2.07 1.83 0.93
H -3.38 -1.43 -0.90
H 2.25 -1.56 -0.92
H 3.85 -1.43 0.49